DFT (the ωB97M-V functional and the def2-TZVPD basis) results for a structure of composition C38H54BBrClN7O6PReS3.

Last column: Mulliken charge in e.
Element x y z (Å)
Re1 -0.11 -0.22 0.66  1.708
C1 4.64 2.08 1.32  -0.758
N1 3.62 2.79 0.56  0.469
C2 3.66 4.14 0.31  -0.754
C3 2.65 4.40 -0.55  -0.657
N2 2.02 3.22 -0.84  0.434
B1 0.85 3.09 -1.85  1.315
N3 -0.46 3.60 -1.13  0.003
C4 -1.37 4.45 -1.69  -0.561
C5 -2.41 4.59 -0.83  -0.653
N4 -2.13 3.81 0.26  0.378
C6 -2.99 3.70 1.42  -0.924
C7 -0.95 3.18 0.06  -0.857
S1 -0.08 2.13 1.17  -0.344
C8 2.61 2.24 -0.15  -0.524
S2 2.19 0.56 -0.16  -0.271
H1 4.87 2.65 2.22  0.359
H2 5.53 1.96 0.72  0.281
H3 4.26 1.10 1.59  0.237
H4 4.40 4.78 0.76  0.509
H5 2.34 5.32 -1.01  0.551
H6 0.71 1.95 -2.18  -0.487
H7 1.05 3.84 -2.77  -0.230
H8 -1.19 4.90 -2.65  0.570
H9 -3.31 5.17 -0.89  0.542
H10 -3.95 3.29 1.13  0.357
H11 -3.11 4.68 1.88  0.471
H12 -2.50 3.03 2.12  0.020
Cl1 -0.27 -7.67 1.51  -0.203
C9 -0.46 -5.98 1.23  0.149
C10 -1.70 -5.50 0.74  -0.759
C11 -1.90 -4.17 0.51  -0.433
C12 -0.87 -3.23 0.77  -0.291
O1 -1.08 -1.98 0.52  1.637
C13 0.38 -3.73 1.22  1.241
C14 1.45 -2.84 1.45  -0.325
O2 1.45 -1.60 1.30  -1.146
C15 0.56 -5.11 1.45  -1.473
H13 -2.49 -6.21 0.55  0.454
H14 -2.85 -3.80 0.13  0.564
H15 2.40 -3.28 1.78  0.170
H16 1.52 -5.47 1.81  0.498
C16 -2.90 0.94 3.96  -1.483
C17 -1.40 0.93 4.26  0.901
C18 -0.89 2.37 4.42  -1.661
P1 -0.44 -0.25 3.18  0.591
C19 1.24 -0.23 4.01  0.860
C20 2.15 0.83 3.41  -0.879
C21 1.28 -0.09 5.54  -1.484
C22 -1.14 -1.91 3.70  1.063
C23 -1.29 -2.17 5.21  -1.614
C24 -2.48 -2.33 3.08  -1.886
H17 -3.42 1.45 4.77  0.597
H18 -3.33 -0.06 3.88  0.219
H19 -3.13 1.46 3.04  -0.113
H20 -1.27 0.44 5.23  0.888
H21 -0.82 2.90 3.48  0.186
H22 0.08 2.42 4.91  0.361
H23 -1.60 2.90 5.06  0.462
H24 1.66 -1.21 3.77  0.126
H25 1.77 1.84 3.59  -0.007
H26 2.27 0.70 2.34  -0.774
H27 3.13 0.77 3.88  0.816
H28 0.75 0.79 5.90  0.263
H29 2.33 0.03 5.84  0.488
H30 0.91 -0.95 6.09  0.311
H31 -0.37 -2.59 3.33  -0.104
H32 -1.98 -1.47 5.68  0.264
H33 -0.35 -2.16 5.76  0.329
H34 -1.71 -3.17 5.33  0.496
H35 -3.32 -1.96 3.67  0.643
H36 -2.55 -3.42 3.10  0.470
H37 -2.62 -2.01 2.05  -0.043
C25 0.64 -0.04 -7.91  -0.963
C26 2.08 -0.05 -7.41  -0.738
S3 2.21 0.20 -5.63  1.312
O3 3.16 1.26 -5.39  -0.763
O4 0.88 0.28 -5.08  -0.471
C27 3.00 -1.29 -4.96  -0.944
C28 2.08 -2.42 -4.51  -1.164
N5 1.13 -2.02 -3.48  0.607
C29 1.45 -1.73 -2.19  0.174
N6 0.38 -1.28 -1.52  0.838
C30 -0.67 -1.36 -2.39  -1.486
C31 -0.23 -1.80 -3.59  -0.470
N7 -1.03 -1.96 -4.77  1.325
O5 -0.52 -2.47 -5.75  -0.738
O6 -2.17 -1.57 -4.69  -0.646
C32 2.80 -2.06 -1.67  -1.991
H38 0.65 -0.12 -8.99  0.418
H39 0.14 0.89 -7.63  0.279
H40 0.07 -0.86 -7.50  0.188
H41 2.67 0.75 -7.83  0.437
H42 2.57 -1.00 -7.64  0.384
H43 3.63 -0.90 -4.16  0.245
H44 3.67 -1.67 -5.74  0.757
H45 2.69 -3.23 -4.10  0.407
H46 1.52 -2.82 -5.34  0.579
H47 -1.68 -1.15 -2.11  0.763
H48 3.04 -3.10 -1.90  0.613
H49 2.85 -1.91 -0.60  0.029
H50 3.57 -1.42 -2.10  0.299
Br1 -6.05 1.76 -2.08  -0.162
C33 -4.41 1.22 -1.30  -0.491
C34 -3.22 1.43 -1.98  -0.918
C35 -2.02 1.05 -1.39  -0.097
C36 -1.96 0.45 -0.12  2.022
C37 -3.19 0.26 0.52  -1.037
C38 -4.40 0.63 -0.05  -1.162
H51 -3.22 1.88 -2.97  0.637
H52 -1.11 1.23 -1.94  0.584
H53 -3.22 -0.18 1.51  0.352
H54 -5.33 0.46 0.48  0.442

Expectation value of S²: 0.7605
Multiplicity: 2
Highest occupied orbital energy (spin up / spin down): -0.3708 / -0.3628 hartree
Energy above the lowest of the compared OMol25 structures with the same formula, charge and spin: 113.8 kJ/mol
Total charge: +1
Frontier orbital gap (spin up / spin down): 7.03 / 6.49 eV

---

DFT (the ωB97M-V functional and the def2-TZVPD basis) results for a cluster of 2 separate species, C2H2BrF3O in total.

Last column: natural (NBO) charge in e.
Element x y z (Å)
C1 0.53 -0.29 -0.28  0.141
C2 -0.27 0.38 0.80  0.888
O1 1.11 0.33 -1.27  -0.646
F1 -1.41 -0.18 1.18  -0.293
F2 0.58 0.49 1.96  -0.348
F3 -0.56 1.60 0.32  -0.320
Br1 1.39 -1.81 0.45  0.080
H1 -1.86 -1.35 -1.35  -0.011
H2 0.50 0.82 -1.80  0.510

Highest occupied orbital energy (spin up / spin down): -0.4037 / -0.3183 hartree
Energy above the lowest of the compared OMol25 structures with the same formula, charge and spin: 432.0 kJ/mol
Total charge: 0
Frontier orbital gap (spin up / spin down): 10.56 / 7.95 eV

---

DFT (the ωB97M-V functional and the def2-TZVPD basis) results for a cluster of 14 separate species, C16H60N20O14 in total.

Last column: Mulliken charge in e.
Element x y z (Å)
C1 -1.23 1.77 -4.51  -0.326
O1 -2.08 2.46 -3.62  -0.571
H1 -1.88 1.22 -5.19  0.286
H2 -0.59 2.40 -5.13  0.380
H3 -0.59 1.06 -3.97  -0.079
H4 -1.58 3.17 -3.21  0.293
C2 1.92 0.68 4.02  -0.463
O2 2.49 1.32 2.85  -0.528
H5 2.68 0.28 4.68  0.351
H6 1.44 1.45 4.62  0.228
H7 1.18 -0.10 3.83  0.035
H8 1.93 1.27 2.06  0.148
C3 -3.90 -2.42 3.36  0.536
O3 -4.04 -2.39 4.55  -0.762
N1 -4.05 -3.54 2.69  -0.316
N2 -3.44 -1.51 2.52  -0.015
H9 -3.71 -3.60 1.74  0.059
H10 -4.36 -4.39 3.13  0.251
H11 -3.09 -0.66 2.93  0.235
H12 -3.04 -1.73 1.62  -0.152
C4 2.39 1.78 -4.28  0.621
O4 2.16 2.64 -3.41  -0.844
N3 3.18 2.05 -5.32  -0.427
N4 1.88 0.65 -4.40  0.093
H13 3.81 2.83 -5.15  0.286
H14 3.28 1.24 -5.91  0.163
H15 2.18 0.01 -5.12  0.249
H16 1.37 0.29 -3.60  -0.405
C5 2.81 -2.66 -3.39  0.719
O5 2.40 -2.95 -4.50  -0.807
N5 4.07 -2.49 -3.10  -0.344
N6 2.01 -2.51 -2.40  0.015
H17 4.18 -2.09 -2.18  0.130
H18 4.74 -2.43 -3.85  0.258
H19 2.44 -2.09 -1.59  -0.098
H20 1.01 -2.54 -2.56  0.046
C6 1.02 -3.06 2.88  0.402
O6 1.61 -3.45 3.88  -0.711
N7 1.64 -2.60 1.82  0.131
N8 -0.31 -3.01 2.78  0.015
H21 1.14 -2.05 1.13  -0.210
H22 2.64 -2.47 1.83  0.073
H23 -0.59 -2.65 1.88  0.018
H24 -0.88 -2.96 3.61  0.179
C7 -0.97 -1.83 -4.05  0.448
O7 -0.36 -1.59 -3.06  -0.265
N9 -0.41 -2.25 -5.12  -0.361
N10 -2.17 -1.41 -4.18  -0.258
H25 0.59 -2.29 -5.08  0.102
H26 -0.90 -2.33 -6.01  0.179
H27 -2.76 -1.53 -4.99  0.229
H28 -2.57 -0.93 -3.39  0.056
C8 -3.60 0.50 -1.01  0.442
O8 -3.81 -0.27 -1.89  -0.801
N11 -3.92 0.18 0.21  -0.231
N12 -3.10 1.65 -1.09  -0.109
H29 -4.10 0.94 0.85  0.126
H30 -4.29 -0.72 0.47  0.189
H31 -2.74 2.00 -0.21  -0.096
H32 -2.93 2.10 -1.98  0.449
C9 -0.69 -0.31 0.34  0.257
O9 -1.08 -1.45 0.45  0.266
N13 -0.94 0.59 1.21  0.987
N14 -0.03 0.12 -0.72  1.324
H33 -0.98 1.55 0.92  -0.379
H34 -1.36 0.43 2.11  -0.211
H35 0.12 -0.49 -1.51  -0.724
H36 0.49 0.95 -0.48  -0.107
C10 -2.22 0.70 4.77  0.566
O10 -2.40 0.65 3.57  -0.928
N15 -2.27 -0.32 5.59  -0.226
N16 -1.66 1.73 5.44  -0.342
H37 -2.73 -1.20 5.42  0.178
H38 -2.14 -0.04 6.55  0.146
H39 -1.51 1.67 6.43  0.144
H40 -1.53 2.61 4.94  0.274
C11 2.12 3.10 0.15  0.036
O11 1.51 2.06 0.27  -0.588
N17 2.66 3.46 -0.93  -0.215
N18 2.23 3.93 1.09  -0.337
H41 2.38 3.08 -1.82  0.348
H42 3.53 3.96 -0.96  0.259
H43 2.81 4.75 0.97  0.194
H44 2.16 3.52 2.02  0.294
C12 -0.82 -4.99 -0.01  0.695
O12 -0.15 -5.99 0.35  -0.455
N19 -0.32 -3.97 -0.69  0.228
N20 -2.12 -4.86 -0.01  -0.259
H45 0.67 -3.99 -0.89  0.169
H46 -0.94 -3.29 -1.11  -0.169
H47 -2.66 -5.67 0.25  0.258
H48 -2.57 -4.07 -0.43  0.194
C13 4.78 0.90 -0.56  -0.985
C14 3.95 -0.32 -0.13  0.699
O13 4.49 -1.61 -0.39  -0.676
H49 4.22 1.77 -0.23  0.017
H50 4.81 1.04 -1.64  0.286
H51 5.78 0.84 -0.14  0.359
H52 3.00 -0.24 -0.66  -0.461
H53 3.66 -0.27 0.92  0.448
H54 4.57 -2.09 0.43  0.331
C15 -1.75 4.67 1.46  -0.517
C16 -1.96 5.07 2.97  -0.472
O14 -1.32 4.12 3.76  -0.557
H55 -0.75 4.85 1.09  0.236
H56 -2.35 5.34 0.84  0.453
H57 -1.99 3.62 1.27  -0.182
H58 -2.97 5.24 3.33  0.351
H59 -1.56 6.08 3.04  0.302
H60 -0.38 4.30 3.89  0.245

Expectation value of S²: 0.7756
Multiplicity: 2
Highest occupied orbital energy (spin up / spin down): -0.4297 / -0.4294 hartree
Total charge: +1
Frontier orbital gap (spin up / spin down): 9.51 / 3.64 eV

---

DFT (the ωB97M-V functional and the def2-TZVPD basis) results for a structure of composition C18H37F6HgN5O9.

Last column: Mulliken charge in e.
Element x y z (Å)
Hg1 0.39 0.36 0.38  3.281
C1 -2.31 -0.16 -2.48  -0.074
O1 -1.89 -1.20 -3.37  -0.199
O2 -1.22 -0.08 -1.61  -0.187
C2 -2.73 1.07 -3.23  0.466
F1 -2.94 2.21 -2.49  -0.264
F2 -1.76 1.44 -4.21  -0.256
F3 -4.02 0.90 -3.81  -0.255
C3 -2.79 -1.64 -4.43  -0.303
C4 -2.11 -2.79 -5.26  -1.196
H1 -1.08 -2.70 -5.61  0.361
H2 -2.03 -3.65 -4.60  0.256
H3 -2.73 -3.10 -6.10  0.389
H4 -3.00 -0.79 -5.08  0.316
H5 -3.74 -2.09 -4.14  0.284
H6 -3.24 -0.50 -2.03  0.284
C5 1.77 -2.87 0.17  0.069
O3 1.25 -3.86 -0.70  -0.345
O4 1.42 -1.60 -0.36  -0.566
C6 1.59 -3.14 1.67  0.649
F4 2.15 -4.21 2.12  -0.280
F5 2.13 -2.11 2.41  -0.313
F6 0.27 -3.20 2.07  -0.296
C7 -0.04 -4.50 -0.55  0.298
C8 -0.50 -4.85 -1.95  -1.311
H7 -0.63 -3.89 -2.46  0.187
H8 0.35 -5.37 -2.40  0.327
H9 -1.42 -5.42 -1.87  0.438
H10 -0.84 -3.88 -0.15  -0.021
H11 -0.06 -5.47 -0.05  0.281
H12 2.85 -3.04 0.12  0.098
O5 0.50 0.55 2.89  -0.358
C9 0.74 0.47 4.13  0.642
N1 -0.28 0.39 5.04  -0.406
C10 2.09 0.54 4.78  -1.311
H13 -1.25 0.31 4.76  0.227
H14 0.03 0.19 5.97  0.199
H15 2.87 0.00 4.25  0.193
H16 2.11 -0.07 5.68  0.498
H17 2.34 1.59 4.92  0.265
O6 -0.23 2.67 0.72  -0.576
C11 -0.74 3.78 1.01  0.334
N2 -2.03 4.04 0.72  -0.359
C12 0.21 4.86 1.64  -1.093
H18 -2.39 4.95 0.95  0.205
H19 -2.66 3.27 0.56  0.201
H20 0.49 5.41 0.74  0.323
H21 1.14 4.46 2.06  0.170
H22 -0.33 5.59 2.25  0.419
O7 -1.58 -0.37 1.56  -0.522
C13 -2.46 -1.24 1.70  0.646
N3 -3.01 -1.78 0.66  -0.118
C14 -3.10 -1.64 3.01  -1.354
H23 -2.59 -1.54 -0.22  -0.128
H24 -3.83 -2.37 0.62  0.218
H25 -3.50 -2.65 3.03  0.429
H26 -3.86 -0.89 3.24  0.332
H27 -2.32 -1.59 3.76  0.201
O8 2.70 0.90 0.89  -0.674
C15 3.79 1.19 1.21  0.464
N4 4.80 0.40 0.87  -0.459
C16 3.96 2.42 2.00  -0.680
H28 4.46 -0.45 0.46  0.228
H29 5.75 0.72 0.95  0.201
H30 3.41 2.36 2.94  -0.029
H31 3.58 3.18 1.31  0.172
H32 5.02 2.59 2.18  0.439
O9 1.31 1.80 -1.35  -0.366
C17 1.57 2.61 -2.19  0.426
N5 2.49 2.29 -3.09  -0.364
C18 0.77 3.97 -2.33  -1.057
H33 2.15 2.85 -3.86  0.215
H34 3.06 1.46 -3.18  0.250
H35 1.22 4.84 -1.85  0.246
H36 -0.25 3.87 -1.96  0.134
H37 0.76 4.19 -3.40  0.459

Expectation value of S²: 0.7539
Multiplicity: 2
Highest occupied orbital energy (spin up / spin down): -0.3940 / -0.3937 hartree
Total charge: +1
Frontier orbital gap (spin up / spin down): 8.78 / 5.15 eV

---

DFT (the ωB97M-V functional and the def2-TZVPD basis) results for a structure of composition C31H22IIrN6.

Last column: natural (NBO) charge in e.
Element x y z (Å)
Ir1 -0.20 -0.34 -0.44  0.845
N1 -2.91 1.37 -3.31  -0.492
C1 -2.10 0.53 -2.69  0.370
N2 -1.48 0.82 -1.58  -0.541
C2 -1.63 2.09 -0.99  0.425
N3 -0.98 2.44 0.09  -0.333
N4 -0.16 1.45 0.54  -0.249
C3 0.58 1.55 1.57  0.090
C4 1.35 0.33 1.90  0.133
C5 2.22 0.28 2.98  -0.186
C6 2.92 -0.90 3.22  -0.118
C7 2.74 -1.98 2.38  -0.214
C8 1.84 -1.86 1.32  0.091
N5 1.16 -0.75 1.09  -0.420
C9 -2.55 3.02 -1.62  -0.088
C10 -2.81 4.29 -1.08  -0.151
C11 -3.68 5.14 -1.73  -0.187
C12 -4.30 4.74 -2.91  -0.131
C13 -4.06 3.50 -3.46  -0.222
C14 -3.18 2.64 -2.80  0.154
H1 -3.35 1.08 -4.18  0.443
H2 -1.95 -0.45 -3.13  0.248
H3 0.65 2.46 2.16  0.238
H4 2.34 1.14 3.61  0.251
H5 3.60 -0.96 4.05  0.254
H6 3.27 -2.91 2.53  0.257
H7 1.65 -2.69 0.64  0.237
H8 -2.32 4.58 -0.16  0.252
H9 -3.88 6.12 -1.32  0.246
H10 -4.98 5.42 -3.42  0.246
H11 -4.55 3.19 -4.37  0.236
I1 -2.16 -1.23 1.17  0.462
C15 -2.30 -3.01 0.06  -0.108
C16 -3.20 -3.94 0.46  -0.239
C17 -3.34 -5.12 -0.30  -0.191
C18 -2.59 -5.28 -1.42  -0.179
C19 -1.66 -4.30 -1.85  0.038
C20 -0.93 -4.48 -3.05  -0.194
C21 -0.07 -3.52 -3.47  -0.208
C22 0.14 -2.36 -2.69  -0.265
C23 -0.50 -2.12 -1.49  -0.251
C24 -1.46 -3.12 -1.08  -0.171
H12 -3.81 -3.78 1.34  0.238
H13 -4.05 -5.87 0.02  0.243
H14 -2.70 -6.18 -2.02  0.233
H15 -1.09 -5.38 -3.62  0.229
H16 0.48 -3.65 -4.39  0.227
H17 0.85 -1.64 -3.07  0.194
N6 1.40 0.18 -1.57  -0.406
C25 2.31 0.31 -2.25  0.491
C26 3.45 0.48 -3.09  -0.168
C27 3.98 1.76 -3.29  -0.161
C28 5.08 1.90 -4.12  -0.197
C29 5.63 0.79 -4.75  -0.136
C30 5.09 -0.48 -4.55  -0.198
C31 3.99 -0.64 -3.72  -0.163
H18 3.55 2.62 -2.80  0.232
H19 5.51 2.88 -4.28  0.243
H20 6.48 0.91 -5.40  0.242
H21 5.52 -1.34 -5.03  0.243
H22 3.57 -1.62 -3.54  0.232

Highest occupied orbital energy: -0.4722 hartree
Energy above the lowest of the compared OMol25 structures with the same formula, charge and spin: 0.0 kJ/mol
Total charge: +2
Frontier orbital gap: 6.37 eV

---

What max |F| values result from the calculations? In sequence: 0.0345 0.0644 0.1516 0.0945 0.0140 hartree/bohr.
What calculated total energy values result from the calculations? In sequence: -6988.19578 -3026.09720 -2794.04842 -2411.30949 -1924.64809 Ha.